[1]
# C3H5N4S3

2 unconnected molecules or ions with the total composition C3H5N4S3 at a distorted geometry (the ωB97M-V functional and the def2-TZVPD basis, the OMol25 dataset).

Structure (XYZ):
```
15
Properties=species:S:1:pos:R:3:mulliken_charge:R:1
C -1.723 0.311 1.802 0.051
C -1.073 0.446 -0.358 0.531
C 2.688 -2.469 1.729 0.444
N -1.945 0.944 0.541 -0.126
N -0.621 -0.453 1.789 0.027
N 3.410 -1.779 1.098 -0.300
N -1.103 0.837 -1.612 -0.358
S -2.904 0.193 2.942 -0.278
S 1.285 -3.096 2.126 -0.360
S 0.132 -0.542 0.291 0.053
H -2.828 1.291 0.243 0.307
H -0.282 -1.032 2.568 0.261
H 4.367 -1.627 0.871 0.278
H -1.721 1.539 -1.783 0.211
H -0.366 0.427 -2.248 0.258
```

The net charge is +1. The calculation puts the highest occupied orbital energy at -12.509 eV. The relative energy (zero: lowest compared OMol25 entry of this formula, charge and spin) is 0.000 eV. The gap between HOMO and LUMO is 8.46 eV.

[2]
# C3H5N5

C3H5N5 in the gas phase at a distorted geometry (the ωB97M-V functional and the def2-TZVPD basis, the OMol25 dataset).

Structure (XYZ):
```
13
Properties=species:S:1:pos:R:3:mulliken_charge:R:1
C 0.260 1.541 1.146 -0.268
C 0.475 1.888 -0.250 0.012
C 0.048 -0.352 -0.927 0.414
H -1.481 -2.229 1.045 0.282
H 0.181 -2.378 0.301 0.352
H -0.181 2.251 2.095 0.289
H 0.816 2.882 -0.510 0.390
H 0.794 -0.883 -2.526 0.293
N -0.402 -1.800 1.089 -0.709
N -0.509 -0.569 0.459 0.680
N -0.493 0.348 1.402 -0.546
N 0.421 0.940 -1.267 -0.492
N 0.293 -1.506 -1.713 -0.698
```

The net charge is 0. The calculation puts the highest occupied orbital energy at -8.688 eV. The relative energy (zero: lowest compared OMol25 entry of this formula, charge and spin) is 5.974 eV. The gap between HOMO and LUMO is 7.59 eV. As for the SMILES: [H]/N=c1\nccnn1N.

[3]
# C3H5N5

A molecular structure, C3H5N5 at a distorted geometry (the ωB97M-V functional and the def2-TZVPD basis, the OMol25 dataset).

Structure (XYZ):
```
13
Properties=species:S:1:pos:R:3:mulliken_charge:R:1
C -1.826 0.254 0.020 0.164
C 0.191 1.215 0.083 0.006
C 1.579 -0.228 -0.131 0.421
H -2.210 -1.531 -0.392 0.253
H -2.270 1.232 -0.101 0.246
H -0.436 2.062 0.129 0.335
H 3.437 -0.177 -0.027 0.292
H 0.391 -1.669 0.678 0.334
N -2.713 -0.685 -0.272 -0.613
N -0.495 0.144 0.420 0.101
N 1.374 1.145 -0.328 -0.504
N 2.607 -0.888 -0.025 -0.638
N 0.371 -0.876 -0.054 -0.396
```

The net charge is 0. The calculation puts the highest occupied orbital energy at -9.442 eV. The relative energy (zero: lowest compared OMol25 entry of this formula, charge and spin) is 2.948 eV. The gap between HOMO and LUMO is 10.08 eV.

Which value of relative energy (zero: lowest compared OMol25 entry of this formula, charge and spin) does entry 1 give?
0.000 eV